[1]
This record from the OMol25 dataset describes a structure of composition C13H24CrN2O11PSSb. The level of theory is ωB97M-V with the def2-TZVPD basis set.

LUMO (alpha / beta) (eV): 5.0 / 5.0
Net charge: -2
Relative energy (zero: lowest compared OMol25 entry of this formula, charge and spin) (kJ/mol): 172.6
Energy (Eh): -3471.3868
Gap between HOMO and LUMO (alpha / beta) (eV): 4.281 / 7.491
Multiplicity: 5

Element x y z (Å)
H  0.90  3.70  -2.83
C  0.53  1.98  -1.65
H  1.13  3.02  1.46
O  0.45  -2.19  -3.14
H  0.71  0.34  4.84
H  -3.47  0.62  -0.82
H  -2.20  -0.32  -0.29
C  -2.38  -3.55  -1.03
H  -2.47  3.24  3.75
O  4.41  -0.43  -0.53
H  2.70  -3.43  -1.39
O  2.25  -0.58  -1.09
H  -2.24  -4.64  -0.99
H  -2.13  2.10  5.06
H  0.78  -0.13  -3.06
O  -0.74  -3.47  1.54
P  -0.06  -2.42  -1.63
N  -0.35  1.00  -1.17
H  1.86  0.80  3.57
O  -1.51  -2.99  -2.02
Sb  -0.66  1.35  2.73
N  -2.58  0.21  -1.06
H  0.25  3.95  2.70
H  -0.50  3.61  1.13
H  -0.98  3.38  4.67
H  1.26  -0.98  -4.54
C  -2.08  2.11  -2.44
C  -1.16  3.06  -2.98
H  1.16  2.06  4.63
O  3.49  1.02  1.75
H  1.53  1.92  -1.26
O  -0.26  -1.76  3.18
C  0.16  2.97  -2.52
C  2.72  0.52  0.95
C  0.98  1.11  4.13
O  1.43  0.59  0.98
H  -2.18  -3.16  -0.04
H  2.19  -5.07  -0.89
H  -3.40  -3.32  -1.34
C  0.16  3.22  1.90
H  -3.13  2.17  -2.71
H  -1.48  3.83  -3.67
C  0.50  -0.91  -3.77
C  -1.66  1.15  -1.56
C  3.23  -0.24  -0.31
C  1.96  -4.00  -0.83
Cr  0.49  -0.65  -0.21
H  -0.46  -0.66  -4.21
H  1.97  -3.67  0.21
O  0.66  -3.85  -1.40
O  -1.05  -1.14  0.96
O  1.15  -2.01  1.19
S  -0.22  -2.13  1.79
C  -1.68  2.67  4.24

[2]
This record from the OMol25 dataset describes a structure of composition C13H24EuN4O5S2. The level of theory is ωB97M-V with the def2-TZVPD basis set.

LUMO (alpha / beta) (eV): -2.1 / -0.7
Relative energy (zero: lowest compared OMol25 entry of this formula, charge and spin) (kJ/mol): 186.9
Energy (Eh): -2611.3524
Gap between HOMO and LUMO (alpha / beta) (eV): 4.292 / 5.667
Multiplicity: 8

Element x y z (Å)
H  -0.95  -2.01  1.01
H  -0.47  -0.54  2.07
H  0.53  0.28  -2.81
C  2.46  1.78  1.01
H  1.04  -3.09  -1.92
H  -4.39  -0.82  -2.32
O  3.88  -2.23  2.31
H  -2.79  -2.35  -3.72
C  -1.85  -1.83  -1.83
H  2.99  -1.99  2.64
N  -0.51  -1.89  -1.59
C  -1.72  3.34  -1.27
H  -2.50  3.01  -0.59
H  -1.90  1.49  0.80
S  0.45  4.92  -0.41
H  3.43  -3.92  0.30
N  1.97  0.57  1.54
O  0.16  -2.92  -2.32
H  -4.59  -1.37  -0.67
C  2.46  0.26  2.70
C  -0.41  3.37  -0.58
O  2.86  -4.12  -0.47
H  -1.93  -3.67  -2.92
C  -0.19  -1.53  1.64
H  2.08  -0.02  4.70
S  3.97  1.20  3.09
C  -2.53  -0.80  -1.18
H  1.43  -1.32  3.69
O  0.17  1.17  -2.61
C  3.63  2.17  1.68
H  -3.52  -3.12  -2.34
H  0.60  0.25  3.71
H  -1.89  4.36  -1.62
C  1.84  4.02  0.07
C  1.60  2.66  0.22
H  -1.70  2.68  -2.14
H  -4.35  0.36  -0.98
N  0.27  2.35  -0.13
C  1.57  -0.24  3.77
C  -2.55  -2.79  -2.74
H  4.18  3.06  1.41
Eu  0.82  -0.38  -0.34
O  -2.53  0.89  0.36
H  -0.59  0.94  -2.02
N  -1.73  0.05  -0.49
H  2.75  4.47  0.44
H  0.49  -2.14  2.26
C  -4.03  -0.65  -1.29
H  1.97  -3.88  -0.11

[3]
This record from the OMol25 dataset describes a structure of composition C13H24F3N3O3RbTa. The level of theory is ωB97M-V with the def2-TZVPD basis set.

LUMO (eV): -8.0
Net charge: +2
Relative energy (zero: lowest compared OMol25 entry of this formula, charge and spin) (kJ/mol): 11.0
Energy (Eh): -1279.9996
Gap between HOMO and LUMO (eV): 8.491

Element x y z (Å)
N  -0.63  -1.55  -0.81
H  -1.02  3.97  0.35
H  0.63  4.66  -2.04
H  -2.04  1.46  -1.72
N  -0.12  1.54  -0.74
C  -0.27  0.45  4.38
C  -1.62  1.52  -0.70
H  1.05  -4.52  -1.04
H  -2.00  0.62  -0.12
O  -0.91  -0.49  2.23
H  -1.48  -4.86  -0.32
H  2.53  3.68  -0.49
Rb  1.00  0.57  -2.96
C  0.05  3.74  0.44
H  0.11  -4.23  1.23
H  2.32  2.03  0.13
H  0.23  3.21  1.38
H  -2.17  -2.01  -2.23
C  0.81  -3.47  -1.28
C  0.54  2.92  -0.77
C  2.82  -0.78  1.50
H  -2.51  -3.41  -0.26
H  2.51  2.35  -1.63
H  0.85  -2.64  1.34
H  -1.57  -0.37  -2.38
Ta  -0.02  -0.08  0.39
H  0.60  -3.40  -2.36
H  1.70  -2.85  -1.07
O  0.46  1.23  2.17
C  0.14  3.67  -2.05
C  -0.38  -3.00  -0.44
F  0.44  1.48  4.87
H  0.59  4.70  0.47
C  2.05  2.71  -0.69
H  -0.94  3.84  -2.09
H  -1.81  -3.97  -1.81
H  -0.91  -2.86  1.67
C  -1.63  -3.85  -0.74
C  -0.25  0.43  2.84
H  0.46  3.19  -3.00
C  -1.24  -1.41  -2.17
O  3.69  -1.02  2.26
H  -0.55  -1.77  -2.97
H  -2.03  2.43  -0.23
F  -1.54  0.55  4.81
C  -0.07  -3.16  1.04
F  0.26  -0.70  4.86
N  1.90  -0.53  0.73